Density functional theory data (ωB97M-V with the def2-TZVPD basis set) for a 2-piece molecular cluster, C2H7FNPS overall at a distorted geometry.

```
13
Properties=species:S:1:pos:R:3:forces:R:3:lowdin_charge:R:1
C 2.342712 0.134509 -1.167151 -0.3 1.2 1.1 -0.120
C -1.013678 -0.765321 -0.457028 1.2 -0.6 0.1 -0.388
N 1.920243 -0.084228 -0.010582 0.0 0.7 1.8 0.022
F -2.521697 -1.116977 1.774525 0.1 0.7 -0.3 -0.449
P -2.381913 0.041115 0.494527 1.2 -1.0 -0.1 0.547
S -1.233272 1.464946 1.613319 -0.6 1.0 0.9 0.338
H -2.105702 2.180099 2.418885 0.5 -0.8 -0.5 -0.176
H 2.556501 -0.726193 -1.644705 0.6 -2.9 -2.3 0.025
H 2.543591 1.014864 -1.736739 0.0 1.2 0.2 0.068
H -1.192659 -1.772206 -0.844177 -0.6 0.2 -0.2 0.031
H -0.613083 -0.105190 -1.241655 -0.6 -0.2 0.1 0.019
H -0.085958 -0.982181 0.168865 -1.4 0.6 0.0 0.032
H 1.784911 0.716757 0.631921 -0.1 -0.1 -0.9 0.051
```
Positions in Å, forces in eV/Å.

Results
**Max |F|**: 3.71 eV/Å
**Orbital gap (alpha / beta)**: 0.2130 / 0.2574 hartree
**Total charge**: 0
**Spin multiplicity**: 3
**HOMO energy (alpha / beta)**: -5.19 / -9.97 eV
**E_tot**: -26514.2843 eV